# 1
Formula: C37H33Br2EuN3O9PSeSi
Source: the Open Molecules 2025 dataset
Level of theory: ωB97M-V/def2-TZVPD

The LUMO energy (alpha / beta) comes out at 0.139 / 0.139 hartree. The calculation puts the HOMO energy (alpha / beta) at -1.73 / -1.63 eV.

The geometry in ORCA input format:
```
! RIJCOSX wB97M-V def2-TZVPD def2/J DEFGRID3
* xyz -2 7
Eu -0.7249 1.0569 -0.0703
Br -5.7126 1.2283 0.9185
C -4.5069 0.8322 2.3247
C -4.9379 0.9053 3.6445
C -4.0875 0.5699 4.6679
Br -4.7498 0.6867 6.4613
C -2.7690 0.1427 4.4253
C -1.8337 -0.2528 5.4044
C -0.5897 -0.6730 5.0163
C -0.2627 -0.6869 3.6536
N -1.0985 -0.3089 2.7147
C -2.3368 0.0911 3.0722
C -3.2087 0.4376 1.9645
O -2.7987 0.3309 0.7678
H -5.9491 1.2177 3.8637
H -2.1155 -0.2307 6.4486
H 0.1420 -0.9818 5.7514
H 0.7177 -1.0011 3.3115
N 2.6898 -1.4666 -0.9984
P 2.7579 0.1560 -0.4078
C 4.6101 0.2805 -0.4498
C 5.2942 0.4962 0.7419
C 6.6832 0.4956 0.7698
C 7.4019 0.2679 -0.3933
C 6.7268 0.0691 -1.5920
C 5.3417 0.0838 -1.6196
C 2.4795 1.1095 -1.9583
C 2.9617 2.4174 -2.0226
C 2.6702 3.2197 -3.1097
C 1.9068 2.7216 -4.1564
C 1.4642 1.4102 -4.1204
C 1.7357 0.6051 -3.0213
C 1.6362 -2.2987 -0.6450
C 1.4247 -3.5020 -1.3266
C 0.3771 -4.3047 -0.9367
C -0.4138 -3.9088 0.1344
C -0.1161 -2.7102 0.7553
N 0.8821 -1.9088 0.3829
H 3.1010 -1.6679 -1.8972
H 4.7285 0.6709 1.6507
H 7.2072 0.6744 1.7013
H 8.4852 0.2529 -0.3712
H 7.2852 -0.0900 -2.5072
H 4.8182 -0.0399 -2.5620
H 3.5429 2.8124 -1.1967
H 3.0119 4.2475 -3.1218
H 1.6392 3.3614 -4.9886
H 0.8784 1.0034 -4.9355
H 1.3341 -0.3989 -3.0107
H 2.0573 -3.7641 -2.1646
H 0.1640 -5.2231 -1.4695
H -1.2632 -4.4953 0.4567
H -0.7076 -2.3551 1.5883
O -2.2062 1.9390 -1.8747
Se -1.5594 3.2770 -1.2000
O -1.9525 4.6613 -1.9041
O 0.0642 2.9540 -1.2130
O -1.9480 3.1850 0.3933
O -0.4291 -1.8988 -3.4474
C -1.1222 -1.4990 -2.5044
O -0.7237 -0.7100 -1.5853
C -2.5688 -1.9787 -2.4582
C -3.3032 -1.9100 -1.2837
C -4.6012 -2.4122 -1.1932
C -5.1283 -2.9731 -2.3293
O -6.3637 -3.5671 -2.5131
C -6.3937 -3.9900 -3.8645
O -5.1828 -3.6248 -4.4937
C -4.4112 -3.0181 -3.5106
C -3.1315 -2.5401 -3.6089
H -2.8586 -1.4383 -0.4234
H -5.1729 -2.3550 -0.2760
H -7.2409 -3.5179 -4.3775
H -6.5168 -5.0815 -3.9039
H -2.5649 -2.5913 -4.5287
C 2.1290 3.7050 1.3830
Si 0.8884 2.3292 1.9855
C 2.0754 1.5106 3.3238
C -0.2683 3.3548 3.1637
H 2.3905 4.4121 2.1778
H 1.6892 4.2623 0.5511
H 3.0619 3.2525 1.0240
H 2.8637 2.2015 3.6402
H 2.5581 0.6092 2.9247
H 1.5180 1.2128 4.2168
H 0.2695 4.0548 3.8133
H -0.8544 2.6823 3.8027
H -0.9795 3.9166 2.5547
*
```

Results of the Mulliken charge analysis, in e, for atoms 1 through 4: atom 1 (Eu): 0.039, atom 2 (Br): -0.227, atom 3 (C): 0.062, atom 4 (C): -0.407

=====

# 2
Formula: C11H15CeCl2LaO2
Source: the Open Molecules 2025 dataset
Level of theory: ωB97M-V/def2-TZVPD

The LUMO energy (alpha / beta) comes out at 0.085 / 0.077 hartree. The calculation puts the HOMO energy (alpha / beta) at -1.13 / -4.39 eV.

The geometry in ORCA input format:
```
! RIJCOSX wB97M-V def2-TZVPD def2/J DEFGRID3
* xyz -1 2
La -0.0651 -0.2622 -0.5736
Cl -0.1478 1.5642 -2.1982
C -1.9170 -1.1224 -0.4167
H -1.7845 -1.9075 0.3051
H -2.2218 -1.5127 -1.3729
H -2.6259 -0.3895 -0.0752
Ce 0.5415 -0.0581 -5.4165
C -1.5192 0.5185 -5.3312
C 2.1866 1.0831 -4.6563
C 0.9550 -1.8255 -6.2040
H 2.6737 0.4710 -3.8972
H 2.8783 1.2496 -5.4830
H 1.8341 2.0174 -4.2417
H -2.0383 -0.2433 -4.7491
H -1.6161 1.4949 -4.8762
H -1.9033 0.5151 -6.3526
H 0.1774 -2.4544 -6.5836
H 1.9639 -2.1784 -6.2558
Cl 0.2183 1.0941 8.4073
C 0.2126 0.6779 6.7270
C 0.2208 -0.6701 6.3295
C 0.2107 -1.0018 4.9711
C 0.1939 0.0007 3.9907
C 0.1868 1.3400 4.3881
C 0.1961 1.6819 5.7440
C 0.1549 -0.4008 2.5305
O 0.1205 -1.5979 2.2027
O 0.1154 0.5591 1.6210
H 0.2315 -1.4513 7.0801
H 0.2118 -2.0562 4.6963
H 0.1684 2.1415 3.6479
H 0.1871 2.7234 6.0425
*
```

Results of the Mulliken charge analysis, in e, for atoms 1 through 4: atom 1 (La): 0.438, atom 2 (Cl): -0.478, atom 3 (C): -1.106, atom 4 (H): 0.276

=====

Number 1: largest force on an atom 3.71 eV Å⁻¹. Number 2: largest force on an atom 7.71 eV Å⁻¹.